A:
{
  "formula": "C2H6",
  "method": "ωB97M-V/def2-TZVPD",
  "orbital_gap_ev": 12.92,
  "spin_multiplicity": 1,
  "homo_ha": -0.428,
  "smiles": "CC",
  "species": ["C", "C", "H", "H", "H", "H", "H", "H"],
  "positions_angstrom": [[-0.20, 0.26, 0.74], [0.23, -0.25, -0.73], [-1.35, -0.12, 0.95], [0.64, 0.05, 1.41], [-0.29, 1.22, 0.72], [0.24, -1.45, -0.62], [0.95, 0.19, -0.98], [-0.37, 0.03, -1.53]]
}



B:
{
  "formula": "C2H6",
  "method": "ωB97M-V/def2-TZVPD",
  "orbital_gap_ev": 13.13,
  "spin_multiplicity": 1,
  "homo_ha": -0.433,
  "smiles": "CC",
  "species": ["C", "C", "H", "H", "H", "H", "H", "H"],
  "positions_angstrom": [[0.57, 0.46, -0.17], [-0.63, -0.46, 0.15], [0.52, 1.27, -1.00], [0.76, 0.86, 0.83], [1.40, -0.14, -0.48], [-0.52, -0.59, 1.21], [-0.57, -1.40, -0.47], [-1.53, 0.00, -0.08]]
}



Least stable structure: A



A:
{
  "formula": "C3H5FS",
  "method": "ωB97M-V/def2-TZVPD",
  "orbital_gap_ev": 10.10,
  "spin_multiplicity": 1,
  "homo_ha": -0.341,
  "smiles": "C=C(F)CS",
  "species": ["C", "C", "F", "C", "S", "H", "H", "H", "H", "H"],
  "positions_angstrom": [[-0.60, -1.56, -0.24], [-0.33, -0.46, 0.46], [-0.08, -0.48, 1.75], [0.01, 0.82, -0.15], [1.73, 1.06, 0.13], [-0.83, -2.50, 0.19], [-0.68, -1.49, -1.31], [-0.68, 1.57, 0.25], [-0.25, 0.63, -1.25], [1.71, 2.41, 0.19]]
}



B:
{
  "formula": "C3H5FS",
  "method": "ωB97M-V/def2-TZVPD",
  "orbital_gap_ev": 8.49,
  "spin_multiplicity": 1,
  "homo_ha": -0.329,
  "smiles": "C[C@H](F)C=S",
  "species": ["C", "C", "F", "C", "S", "H", "H", "H", "H", "H"],
  "positions_angstrom": [[-0.98, -0.30, -0.56], [-0.03, 0.44, 0.44], [-0.03, 1.80, -0.06], [1.25, -0.31, 0.39], [2.53, 0.46, -0.26], [-1.62, 0.48, -0.84], [-0.33, -0.70, -1.38], [-1.31, -1.17, 0.02], [-0.64, 0.58, 1.39], [1.15, -1.29, 0.87]]
}



Least stable structure: B



A:
{
  "formula": "C3H5FS",
  "method": "ωB97M-V/def2-TZVPD",
  "orbital_gap_ev": 9.69,
  "spin_multiplicity": 1,
  "homo_ha": -0.342,
  "smiles": "F[C@H]1C[C@@H]1S",
  "species": ["F", "C", "C", "C", "S", "H", "H", "H", "H", "H"],
  "positions_angstrom": [[-2.25, -0.46, -0.51], [-0.85, -0.74, -0.11], [0.33, -0.31, -0.94], [-0.05, 0.47, 0.32], [0.87, 0.58, 1.90], [-0.64, -1.90, 0.23], [0.59, 0.13, -1.88], [1.13, -1.09, -0.79], [-0.60, 1.28, 0.25], [1.47, 2.05, 1.53]]
}



B:
{
  "formula": "C3H5FS",
  "method": "ωB97M-V/def2-TZVPD",
  "orbital_gap_ev": 8.81,
  "spin_multiplicity": 1,
  "homo_ha": -0.333,
  "smiles": "CC(=S)CF",
  "species": ["C", "C", "S", "C", "F", "H", "H", "H", "H", "H"],
  "positions_angstrom": [[-1.42, -0.70, -0.07], [-0.14, 0.13, 0.26], [0.05, 1.49, 1.02], [0.98, -0.60, -0.47], [0.56, -1.49, -1.50], [-1.45, -1.72, 0.45], [-1.45, -0.89, -1.18], [-2.41, 0.11, 0.11], [1.34, 0.32, -0.90], [1.65, -1.20, 0.38]]
}



Least stable structure: A



A:
{
  "formula": "C16H20BaIN3O8P2",
  "method": "ωB97M-V/def2-TZVPD",
  "orbital_gap_ev": 7.60,
  "spin_multiplicity": 1,
  "homo_ha": -0.278,
  "species": ["Ba", "C", "C", "N", "C", "C", "C", "O", "C", "C", "N", "C", "C", "C", "C", "C", "C", "I", "C", "O", "H", "H", "H", "H", "H", "H", "H", "H", "H", "H", "H", "H", "N", "C", "C", "P", "O", "O", "O", "P", "O", "O", "O", "H", "H", "H", "H", "H", "H", "H", "H"],
  "positions_angstrom": [[0.25, 0.60, 0.65], [0.55, -1.40, 4.86], [-0.72, -0.78, 4.37], [-1.48, -0.13, 5.22], [-2.61, 0.45, 4.77], [-3.07, 0.33, 3.49], [-4.29, 1.07, 3.01], [-4.03, 1.80, 1.82], [-2.28, -0.40, 2.56], [-2.85, -0.61, 1.23], [-2.20, -0.57, 0.13], [-2.90, -0.70, -1.09], [-4.18, -0.16, -1.27], [-4.82, -0.28, -2.49], [-4.21, -0.92, -3.56], [-2.92, -1.43, -3.41], [-2.29, -1.30, -2.18], [-0.31, -2.01, -2.00], [-1.02, -0.89, 2.96], [-0.13, -1.37, 2.15], [0.59, -1.33, 5.94], [1.42, -0.89, 4.43], [0.62, -2.44, 4.54], [-3.16, 1.05, 5.50], [-4.63, 1.73, 3.82], [-5.11, 0.39, 2.78], [-3.16, 2.22, 1.88], [-3.93, -0.80, 1.20], [-4.63, 0.39, -0.46], [-5.81, 0.15, -2.62], [-4.71, -1.01, -4.51], [-2.41, -1.91, -4.23], [-0.22, 5.31, 0.30], [0.79, 4.53, 1.13], [1.69, 5.50, 1.89], [1.67, 3.45, -0.10], [2.75, 4.45, -0.75], [0.61, 3.12, -1.10], [2.36, 2.33, 0.61], [-0.37, 3.66, 2.31], [0.65, 2.88, 3.27], [-1.10, 4.76, 2.98], [-1.13, 2.65, 1.48], [0.23, 6.07, -0.20], [-0.95, 5.67, 0.93], [-0.59, 4.64, -0.38], [2.23, 6.15, 1.20], [2.43, 4.92, 2.45], [1.11, 6.09, 2.60], [3.65, 4.22, -0.48], [0.44, 3.00, 4.21]]
}



B:
{
  "formula": "C16H20BaIN3O8P2",
  "method": "ωB97M-V/def2-TZVPD",
  "orbital_gap_ev": 8.13,
  "spin_multiplicity": 1,
  "homo_ha": -0.304,
  "species": ["Ba", "C", "C", "N", "C", "C", "C", "O", "C", "C", "N", "C", "C", "C", "C", "C", "C", "I", "C", "O", "H", "H", "H", "H", "H", "H", "H", "H", "H", "H", "H", "H", "N", "C", "C", "P", "O", "O", "O", "P", "O", "O", "O", "H", "H", "H", "H", "H", "H", "H", "H"],
  "positions_angstrom": [[-0.74, -0.38, 0.55], [3.88, -0.48, 0.35], [3.07, 0.76, 0.16], [3.52, 1.89, 0.67], [2.81, 3.02, 0.49], [1.64, 3.08, -0.22], [0.95, 4.39, -0.48], [0.93, 4.71, -1.87], [1.15, 1.88, -0.78], [-0.02, 1.93, -1.69], [-1.22, 2.04, -1.27], [-2.21, 2.38, -2.23], [-1.95, 3.41, -3.13], [-2.92, 3.81, -4.05], [-4.15, 3.19, -4.08], [-4.43, 2.17, -3.18], [-3.46, 1.78, -2.26], [-3.98, 0.24, -0.95], [1.85, 0.68, -0.58], [1.36, -0.46, -0.99], [4.87, -0.21, 0.72], [3.98, -1.03, -0.59], [3.41, -1.16, 1.07], [3.23, 3.92, 0.93], [1.44, 5.18, 0.09], [-0.10, 4.36, -0.17], [1.84, 4.73, -2.19], [0.20, 1.91, -2.77], [-1.00, 3.93, -3.07], [-2.70, 4.62, -4.73], [-4.91, 3.49, -4.79], [-5.39, 1.67, -3.19], [-1.51, -4.72, 2.31], [-0.16, -4.03, 2.34], [0.88, -5.02, 2.85], [-0.46, -2.64, 3.58], [0.88, -2.64, 4.46], [-1.61, -3.19, 4.36], [-0.57, -1.29, 2.92], [0.09, -3.60, 0.56], [1.27, -2.52, 0.72], [0.46, -4.82, -0.18], [-1.20, -2.88, 0.21], [-1.92, -4.53, 3.26], [-1.41, -5.71, 2.09], [-2.08, -4.27, 1.60], [0.66, -5.34, 3.87], [1.86, -4.54, 2.86], [0.94, -5.87, 2.18], [1.38, -1.83, 4.31], [1.55, -2.01, -0.09]]
}



C:
{
  "formula": "C16H20BaIN3O8P2",
  "method": "ωB97M-V/def2-TZVPD",
  "orbital_gap_ev": 7.49,
  "spin_multiplicity": 1,
  "homo_ha": -0.278,
  "species": ["Ba", "C", "C", "N", "C", "C", "C", "O", "C", "C", "N", "C", "C", "C", "C", "C", "C", "I", "C", "O", "H", "H", "H", "H", "H", "H", "H", "H", "H", "H", "H", "H", "N", "C", "C", "P", "O", "O", "O", "P", "O", "O", "O", "H", "H", "H", "H", "H", "H", "H", "H"],
  "positions_angstrom": [[-0.85, 2.11, 0.58], [-0.63, -0.35, 4.36], [0.34, -0.78, 3.30], [0.58, -2.07, 3.15], [1.41, -2.47, 2.17], [2.04, -1.60, 1.31], [2.83, -2.13, 0.15], [2.32, -1.67, -1.10], [1.78, -0.23, 1.45], [2.39, 0.67, 0.47], [1.84, 1.70, -0.05], [2.52, 2.35, -1.10], [3.11, 1.62, -2.13], [3.73, 2.26, -3.19], [3.75, 3.65, -3.25], [3.15, 4.39, -2.24], [2.53, 3.74, -1.19], [1.63, 4.89, 0.31], [0.89, 0.23, 2.44], [0.49, 1.45, 2.55], [-0.88, -1.20, 4.99], [-1.54, 0.04, 3.90], [-0.21, 0.45, 4.97], [1.53, -3.55, 2.06], [2.84, -3.23, 0.18], [3.87, -1.81, 0.18], [1.36, -1.77, -1.09], [3.39, 0.38, 0.13], [3.05, 0.53, -2.10], [4.18, 1.67, -3.98], [4.23, 4.16, -4.07], [3.16, 5.47, -2.28], [-3.17, -1.23, -2.23], [-3.27, -1.08, -0.72], [-4.32, -2.05, -0.19], [-3.62, 0.71, -0.43], [-5.21, 0.81, -0.65], [-2.91, 1.41, -1.55], [-3.26, 1.09, 0.97], [-1.54, -1.58, -0.21], [-1.84, -2.09, 1.26], [-1.22, -2.67, -1.19], [-0.67, -0.36, -0.24], [-4.07, -1.43, -2.66], [-2.48, -2.00, -2.37], [-2.81, -0.33, -2.59], [-5.29, -1.86, -0.64], [-4.41, -1.92, 0.89], [-4.02, -3.08, -0.37], [-5.68, 0.95, 0.18], [-1.07, -2.16, 1.85]]
}



Least stable structure: B



A:
{
  "formula": "C5H7NO4",
  "method": "ωB97M-V/def2-TZVPD",
  "orbital_gap_ev": 10.23,
  "spin_multiplicity": 1,
  "homo_ha": -0.371,
  "species": ["O", "C", "O", "C", "C", "N", "C", "O", "C", "H", "H", "H", "H", "H", "H", "O", "H"],
  "positions_angstrom": [[-2.93, 0.26, -4.94], [-2.86, -0.40, -3.94], [-1.77, -1.01, -3.45], [-2.51, -1.59, -2.32], [-1.92, -1.16, -1.00], [-1.77, 0.29, -0.93], [-4.48, 0.20, -2.03], [-4.58, 1.35, -2.38], [-3.78, -0.87, -2.84], [-2.53, -2.68, -2.41], [-2.61, -1.48, -0.21], [-0.98, -1.72, -0.84], [-0.89, 0.56, -0.52], [-4.54, -1.58, -3.21], [-2.54, 0.70, -0.36], [-5.14, -0.21, -0.90], [-5.15, -1.17, -0.80]]
}



B:
{
  "formula": "C5H7NO4",
  "method": "ωB97M-V/def2-TZVPD",
  "orbital_gap_ev": 10.41,
  "spin_multiplicity": 1,
  "homo_ha": -0.383,
  "species": ["C", "C", "C", "C", "C", "H", "H", "H", "H", "H", "H", "H", "N", "O", "O", "O", "O"],
  "positions_angstrom": [[1.86, 1.37, -0.43], [0.47, 0.87, -0.51], [-0.03, -0.36, -1.22], [-1.13, -0.50, -0.02], [-1.60, -1.72, 0.77], [1.62, 0.23, 1.19], [-0.09, 1.54, -1.17], [0.75, -1.21, -1.24], [-0.34, 0.10, -2.10], [-1.87, 0.11, -0.48], [-0.86, 1.09, 1.25], [-0.39, -0.45, 1.47], [-0.29, 0.47, 0.69], [2.38, 0.68, 0.68], [2.67, 1.95, -1.08], [-0.69, -1.62, 1.68], [-2.46, -2.55, 0.55]]
}



Least stable structure: B



A:
{
  "formula": "C5H13N2",
  "method": "ωB97M-V/def2-TZVPD",
  "orbital_gap_ev": [4.45, 8.57],
  "spin_multiplicity": 2,
  "homo_ha": [-0.147, -0.302],
  "species": ["C", "C", "C", "N", "H", "H", "H", "H", "H", "H", "H", "H", "C", "C", "N", "H", "H", "H", "H", "H"],
  "positions_angstrom": [[-0.76, -3.19, 0.06], [-0.60, -1.71, 0.16], [-1.41, -0.85, -0.43], [-1.29, 0.60, -0.41], [-1.71, -3.43, -0.45], [0.04, -3.62, -0.54], [-0.87, -3.71, 1.02], [0.28, -1.31, 0.66], [-2.22, -1.22, -1.06], [-0.32, 0.92, 0.11], [-1.52, 1.00, -1.32], [-2.02, 0.94, 0.23], [1.06, 2.73, 0.65], [1.95, 0.80, -0.42], [1.06, 1.28, 0.46], [0.19, 3.11, 0.10], [2.00, 3.21, 0.34], [1.00, 2.88, 1.73], [2.06, -0.28, -0.52], [2.68, 1.47, -0.89]]
}



B:
{
  "formula": "C5H13N2",
  "method": "ωB97M-V/def2-TZVPD",
  "orbital_gap_ev": [4.49, 9.82],
  "spin_multiplicity": 2,
  "homo_ha": [-0.134, -0.330],
  "species": ["C", "C", "C", "C", "C", "N", "N", "H", "H", "H", "H", "H", "H", "H", "H", "H", "H", "H", "H", "H"],
  "positions_angstrom": [[1.38, -1.36, 0.67], [1.06, -0.29, -0.55], [0.21, 0.87, 0.05], [-1.25, 0.55, 0.35], [-1.89, 0.33, 1.54], [-2.11, 0.45, -0.89], [2.16, 0.20, -1.11], [1.97, -0.75, 1.43], [0.47, -1.74, 1.18], [2.04, -2.19, 0.29], [0.40, -0.71, -1.39], [0.29, 1.75, -0.67], [0.78, 1.21, 0.93], [-2.93, 0.01, 1.64], [-1.20, 0.43, 2.41], [-2.98, 1.00, -0.79], [-1.48, 0.38, -1.74], [-2.48, -0.52, -0.97], [2.72, -0.24, -1.87], [2.84, 0.62, -0.49]]
}



Least stable structure: B